[1]
C2H4N2OS | ωB97M-V/def2-TZVPD

The geometry in XYZ format:
```
10
Properties=species:S:1:pos:R:3:lowdin_charge:R:1
O -2.0695 1.0404 -0.7624 0.01
H -0.4471 -1.0612 -0.8839 0.13
N -0.8923 0.8823 -0.5582 -0.48
H -1.2386 -0.7956 0.7525 0.15
S 1.9386 0.7891 -0.1820 0.69
C -0.5203 -0.4357 -0.0207 -0.20
C 0.7955 -0.5100 0.6079 -0.49
H 0.9874 -0.1778 1.5581 0.01
N -0.0214 1.7103 -0.9442 0.08
H 1.4677 -1.4418 0.4328 0.11
```

Output
LUMO energy: -1.380 eV
2S+1: 1
strongest force on any atom: 0.1018 hartree/bohr
molecular weight: 104.13 g mol⁻¹

[2]
C4H5FN2S | ωB97M-V/def2-TZVPD

The geometry in XYZ format:
```
13
Properties=species:S:1:pos:R:3:lowdin_charge:R:1
H -2.6879 0.5452 0.9321 0.14
C 1.1188 -0.6836 -1.0914 -0.35
H -2.5556 -0.0108 -0.6366 0.07
C -0.6923 -0.1246 0.0867 -0.41
H 2.3391 1.2557 -0.3382 0.29
N 1.5494 0.2563 -0.2112 0.04
N -2.0892 -0.0595 0.2433 0.07
H -0.7235 -1.9661 -1.0348 0.10
F 1.9400 -1.1165 -2.0268 0.11
C 0.2863 0.7114 0.4134 -0.72
S 0.5823 1.5765 1.8008 0.80
H 1.1218 0.7282 2.6067 -0.16
C -0.1893 -1.1123 -0.7440 0.03
```

Output
LUMO energy: 0.681 eV
2S+1: 1
strongest force on any atom: 0.1084 hartree/bohr
molecular weight: 132.16 g mol⁻¹

[3]
C19H18NOS | ωB97M-V/def2-TZVPD

The geometry in XYZ format:
```
40
Properties=species:S:1:pos:R:3:lowdin_charge:R:1
H 4.0581 -1.0047 -0.0625 0.09
C 2.8362 2.8660 0.7532 -0.05
C 3.2704 -0.3224 -0.3723 -0.08
C 7.2164 6.5750 3.1824 -0.06
C 1.8342 3.8973 0.8711 -0.13
H 3.6543 0.5206 -0.9188 0.08
C 4.4517 4.3843 1.8199 -0.12
C -0.2780 4.9916 0.3352 -0.06
O 3.5265 5.3997 1.8203 0.07
H 7.3415 7.5499 3.6297 0.11
C 0.5311 3.8497 0.2881 0.00
C 1.1998 -0.5256 2.8914 -0.38
C 2.2306 5.1513 1.3874 -0.15
H 2.0023 1.4197 3.4874 0.13
H 6.7922 3.0869 1.5517 0.10
C 2.5529 -0.0512 0.8740 -0.66
H 9.0096 3.8197 2.3503 0.11
H 9.3071 6.0401 3.4476 0.12
S 1.9872 -1.5119 1.5730 1.04
H 0.5066 1.4976 2.4730 0.12
H 0.1409 -0.8100 2.8137 0.08
C 4.1125 3.1152 1.3182 0.02
H -0.4947 7.0592 0.9545 0.12
H 1.6564 -0.8847 3.8220 0.08
N 2.3321 1.0783 1.4405 0.00
H 5.1264 6.8599 2.8541 0.12
H 1.7896 7.1597 1.9523 0.14
C 5.9639 6.1747 2.7415 0.00
C 0.1532 6.1975 0.8915 -0.04
H 0.2111 2.9517 -0.2230 0.12
C 8.3320 5.7346 3.0711 -0.05
H -1.3079 4.9070 -0.0337 0.12
H 2.5729 -0.9088 -0.9668 0.09
H 4.9267 2.3905 1.1751 0.12
C 1.4213 6.2811 1.4240 0.02
C 1.4626 0.9649 2.6401 -0.18
C 8.1605 4.4873 2.4684 -0.06
C 6.9087 4.0604 2.0178 -0.02
H 2.7569 2.2251 -0.2393 0.16
C 5.7787 4.8788 2.1852 -0.14
```

Output
charge: +1
LUMO energy: -3.671 eV
2S+1: 1
strongest force on any atom: 0.0714 hartree/bohr
molecular weight: 308.43 g mol⁻¹

What did the second record say?
C4H5FN2S | ωB97M-V/def2-TZVPD

The geometry in XYZ format:
```
13
Properties=species:S:1:pos:R:3:lowdin_charge:R:1
H -2.6879 0.5452 0.9321 0.14
C 1.1188 -0.6836 -1.0914 -0.35
H -2.5556 -0.0108 -0.6366 0.07
C -0.6923 -0.1246 0.0867 -0.41
H 2.3391 1.2557 -0.3382 0.29
N 1.5494 0.2563 -0.2112 0.04
N -2.0892 -0.0595 0.2433 0.07
H -0.7235 -1.9661 -1.0348 0.10
F 1.9400 -1.1165 -2.0268 0.11
C 0.2863 0.7114 0.4134 -0.72
S 0.5823 1.5765 1.8008 0.80
H 1.1218 0.7282 2.6067 -0.16
C -0.1893 -1.1123 -0.7440 0.03
```

Output
LUMO energy: 0.681 eV
2S+1: 1
strongest force on any atom: 0.1084 hartree/bohr
molecular weight: 132.16 g mol⁻¹

LUMO energy of number 3 (C19H18NOS)?
-3.671 eV

Which formula does entry 2 have?
C4H5FN2S